{"formula": "C9H9NOS", "method": "ωB97M-V/def2-TZVPD", "species": ["S", "H", "H", "C", "H", "H", "C", "C", "O", "C", "C", "C", "H", "N", "H", "H", "C", "H", "C", "H", "C"], "positions_angstrom": [[0.853, 1.031, -1.845], [-2.521, 0.298, 0.219], [-0.017, 2.999, -0.896], [-2.069, 0.357, -0.778], [2.687, 1.035, 0.412], [1.059, -2.114, 2.826], [1.032, -1.499, 1.937], [-1.229, -0.919, -1.044], [1.260, 2.434, -1.466], [-0.038, -0.909, -0.134], [-1.270, 1.560, -0.849], [0.961, 0.042, -0.344], [2.722, -0.315, 2.506], [-1.034, 2.700, -0.577], [-1.847, -1.801, -0.863], [-2.880, 0.430, -1.509], [1.972, -0.496, 1.751], [-0.918, -0.921, -2.091], [1.956, 0.262, 0.592], [-0.712, -2.472, 1.152], [0.032, -1.702, 1.002]], "e_tot_ev": -23850.1208, "de_lowest_ev": 1.547, "homo_energy_ev": -8.132, "gap_ev": 8.63}